DFT (wB97M-V/def2-TZVPD) results for a molecular structure, C22H17N4O8Ru.

```
! RIJCOSX wB97M-V def2-TZVPD def2/J DEFGRID3
* xyz 0 6
Ru -0.20549 0.11761 -0.12503
O -4.39696 0.79130 -1.28487
C -3.10218 0.77042 -0.84267
O -2.43526 -0.31716 -0.73773
C -2.52268 2.08385 -0.53078
C -3.22404 3.30147 -0.48223
C -2.60856 4.39273 0.14406
C -1.22793 4.28175 0.46846
C -0.54619 3.11722 0.17299
N -1.16223 2.02122 -0.37249
C 0.83221 2.77147 0.67832
O 1.54164 3.71339 1.10750
O 1.16659 1.47770 0.63491
H -4.66134 -0.16708 -1.28492
H -4.29265 3.30370 -0.62160
H -3.19370 5.25725 0.40003
H -0.74891 5.16061 0.91746
O 2.13982 0.74918 -3.81447
C 2.08657 -0.54910 -4.30561
C 2.46995 -0.81494 -5.61288
C 2.46820 -2.09047 -6.12610
C 2.13630 -3.12718 -5.24011
C 1.66275 -2.92616 -3.97495
C 1.66787 -1.61449 -3.45511
C 0.96632 -1.25073 -2.20397
O 0.61990 -0.01275 -1.94760
N 0.84989 -2.17555 -1.23293
N 0.44275 -1.63566 -0.08405
C 0.41012 -2.44489 1.00726
C 0.49808 -2.04302 2.33285
C 0.76358 -2.99168 3.38732
C 1.45867 -2.64822 4.47715
C 1.98480 -1.38791 4.61898
C 1.58119 -0.37780 3.73911
N 0.60536 -0.64397 2.76188
H 1.51467 0.70217 -3.04568
H 2.99363 -0.03158 -6.13365
H 2.74518 -2.25571 -7.18592
H 2.37552 -4.10349 -5.53340
H 1.42476 -3.71377 -3.30076
H 0.49790 -3.46310 0.73809
H 0.31910 -3.97374 3.19880
H 1.56070 -3.40015 5.27485
H 2.73900 -1.22406 5.36507
H 1.84671 0.70151 3.86915
C -2.15567 1.29374 3.96685
O -0.71958 0.97624 3.75095
C -0.49579 0.20452 2.67188
O -1.25036 0.05088 1.73484
H -2.67623 0.54892 4.58174
H -2.58338 1.42824 2.93960
H -2.16060 2.16725 4.53943
*
```

## Properties
* relative energy (zero: lowest compared OMol25 entry of this formula, charge and spin): 19.4 kcal/mol

***

DFT (wB97M-V/def2-TZVPD) results for 8 unconnected molecules or ions with the total composition C29H58Cl2O20.

```
! RIJCOSX wB97M-V def2-TZVPD def2/J DEFGRID3
* xyz 0 1
C 4.23314 -0.97014 0.94440
Cl 4.31708 -0.15639 2.52874
Cl 3.38311 -2.49063 1.12116
H 3.74890 -0.34204 0.20747
H 5.27079 -1.14633 0.68647
C -1.98788 1.18448 3.21398
C -0.82988 1.77152 3.98768
O -0.05173 2.53034 3.03096
C 1.19906 2.77140 3.42026
O 1.70984 2.36011 4.40770
O 1.77270 3.55246 2.50652
C 3.11021 3.96064 2.75731
H -2.67660 0.53532 3.74633
H -1.56256 0.56409 2.41903
H -2.51357 1.96514 2.66711
H -0.21026 0.95866 4.36681
H -1.13128 2.42039 4.81017
H 3.15973 4.55758 3.66821
H 3.38072 4.70512 2.00642
H 3.77286 3.10834 2.67157
C -3.10144 -6.92152 -0.24179
C -1.90435 -6.01295 -0.37537
O -1.76475 -5.29521 0.86457
C -1.10445 -4.13939 0.83881
O -0.90845 -3.45982 -0.14075
O -0.75271 -3.82047 2.07572
C -0.11074 -2.57355 2.26759
H -2.87909 -7.78725 0.37963
H -3.34150 -7.30479 -1.23663
H -3.97194 -6.40353 0.14976
H -1.98163 -5.35138 -1.23629
H -0.97215 -6.56866 -0.50469
H 0.97784 -2.66347 2.15305
H -0.24530 -2.24161 3.29800
H -0.51032 -1.78090 1.63946
C -4.29414 3.56119 0.97372
C -5.23665 2.38116 0.95685
O -5.97834 2.42438 2.19487
C -6.91974 1.51306 2.39357
O -7.29042 0.68415 1.61081
O -7.40055 1.71007 3.62377
C -8.38231 0.77417 4.05980
H -4.76088 4.48389 0.62973
H -3.43177 3.35218 0.33573
H -3.87275 3.75519 1.96340
H -4.68318 1.44792 0.87906
H -5.96541 2.53573 0.16062
H -8.54742 0.90148 5.12595
H -8.03861 -0.25589 3.92418
H -9.31530 0.90576 3.50884
C -2.44470 7.08471 2.94428
C -1.44655 6.39949 2.01334
O -1.99559 6.37202 0.70354
C -1.40484 5.87989 -0.36411
O -1.95418 5.72689 -1.40258
O -0.13933 5.51870 -0.09305
C 0.60829 4.87294 -1.10651
H -3.19623 6.37301 3.28201
H -3.02359 7.82727 2.38771
H -1.90079 7.57953 3.74098
H -1.33640 5.37502 2.36402
H -0.50856 6.94737 2.01316
H -0.00619 4.63153 -1.98217
H 1.00645 3.92372 -0.76055
H 1.34795 5.57911 -1.48245
C 6.19376 -7.92133 -2.48010
C 6.01885 -6.43738 -2.16603
O 4.76543 -6.05005 -2.73708
C 4.03857 -5.16943 -2.07721
O 4.45780 -4.44669 -1.21782
O 2.82295 -5.19756 -2.54141
C 1.91852 -4.28087 -1.96722
H 6.45288 -8.05582 -3.54330
H 5.23580 -8.43845 -2.43934
H 7.02596 -8.43087 -1.99728
H 6.81063 -5.87536 -2.66313
H 6.04769 -6.29041 -1.08842
H 0.92078 -4.62397 -2.19408
H 2.04606 -3.24898 -2.29447
H 2.06370 -4.27667 -0.88638
C 4.73498 -1.75163 -4.60349
C 3.44387 -1.91832 -3.79503
O 2.47966 -0.92431 -4.21234
C 2.54728 0.21966 -3.57198
O 3.23556 0.48820 -2.64697
O 1.66230 1.01804 -4.11445
C 1.76789 2.35432 -3.71286
H 4.48629 -1.37530 -5.59431
H 5.26059 -2.69735 -4.72390
H 5.38383 -1.05195 -4.07723
H 3.64933 -1.79737 -2.73688
H 2.99080 -2.87926 -4.02319
H 1.58007 2.44980 -2.63589
H 1.00450 2.97225 -4.18055
H 2.74112 2.80148 -3.91829
O -2.16421 0.98578 -0.51103
C -1.70110 1.07518 -1.58538
O -0.65290 0.38272 -2.01586
C 0.12977 -0.34535 -1.06111
C 1.03468 0.51942 -0.21451
C -2.23412 1.92500 -2.69231
H 0.71168 -1.10689 -1.58321
H -0.58388 -0.90225 -0.44932
H 1.70911 1.19569 -0.73476
H 1.68394 -0.05705 0.45311
H 0.38221 1.05836 0.47987
H -1.66730 2.84512 -2.81186
H -3.28035 2.17388 -2.54240
H -2.16664 1.30474 -3.58849
*
```

## Properties
* relative energy (zero: lowest compared OMol25 entry of this formula, charge and spin): 0.0 kcal/mol
* SMILES: CCOC(=O)OC.CCOC(=O)OC.CCOC(=O)OC.CCOC(=O)OC.CCOC(=O)OC.CCOC(=O)OC.CCOC(C)=O.ClCCl

***

DFT (wB97M-V/def2-TZVPD) results for a molecular structure, C29H30AsN5O2S2V.

```
! RIJCOSX wB97M-V def2-TZVPD def2/J DEFGRID3
* xyz 1 3
V 0.59166 -0.76360 0.52068
C 0.58962 3.70001 0.65657
C 0.96724 2.28638 0.31326
N 0.19869 1.30422 0.67557
N -0.96310 1.71137 1.33686
C -1.46730 0.83394 2.11689
S -0.82780 -0.78136 2.39171
S -2.93219 1.18185 3.00245
C -3.16330 2.92069 2.59266
C -2.17411 3.90256 3.18306
C -1.17398 3.55594 4.07658
C -0.28328 4.51642 4.54367
C -0.38470 5.83130 4.12015
C -1.39074 6.18704 3.22994
C -2.27688 5.22863 2.76666
C 2.21427 2.02767 -0.41010
C 2.83874 3.07612 -1.11189
C 4.02749 2.90121 -1.78058
C 4.65543 1.65554 -1.74492
C 4.06856 0.60760 -1.07422
C 2.84062 0.76773 -0.42367
O 2.32500 -0.31828 0.15838
H 0.20579 3.74927 1.67242
H -0.21914 4.04037 0.00550
H 1.43218 4.37507 0.56311
H -4.17532 3.14934 2.93365
H -3.15020 3.00262 1.50576
H -1.08317 2.53444 4.42148
H 0.49195 4.22841 5.24202
H 0.30974 6.57718 4.48318
H -1.48487 7.21216 2.89624
H -3.05701 5.51119 2.06801
H 2.36290 4.04516 -1.14608
H 4.47056 3.72706 -2.31887
H 5.60345 1.50760 -2.24520
H 4.52981 -0.37010 -1.03329
N 1.67065 -9.94486 6.00535
C 1.62946 -9.08163 5.24963
C 1.57429 -7.99874 4.30377
C 2.00270 -6.72883 4.67916
C 1.95683 -5.68870 3.76716
C 1.46381 -5.92570 2.49336
C 1.03114 -7.18644 2.11004
C 1.09430 -8.22882 3.01682
N 1.40239 -4.85197 1.55503
C 1.76709 -4.89482 0.22466
C 1.54103 -3.65014 -0.26696
N 1.03442 -2.85144 0.73399
C 0.97068 -3.60166 1.81371
H 2.38506 -6.56311 5.67648
H 2.32285 -4.70724 4.03763
H 0.63742 -7.34922 1.11577
H 0.76259 -9.21819 2.73506
H 2.18198 -5.77981 -0.22340
H 1.72406 -3.26456 -1.25486
H 0.60974 -3.29370 2.78149
C -2.27379 -1.65687 -3.22118
As -2.07209 -1.36092 -1.34627
C -2.63961 -2.91180 -0.38230
C -3.13256 0.13889 -0.81799
O -0.42890 -1.08284 -1.08612
H -3.31647 -1.85719 -3.46122
H -1.65654 -2.50652 -3.50594
H -1.93424 -0.76779 -3.74887
H -3.66997 -3.14141 -0.65173
H -2.56312 -2.70984 0.68460
H -1.98973 -3.74324 -0.65098
H -4.11144 0.05659 -1.28936
H -2.63116 1.04731 -1.14809
H -3.23874 0.15470 0.26541
*
```

## Properties
* relative energy (zero: lowest compared OMol25 entry of this formula, charge and spin): 0.4 kcal/mol